The following is a quantum chemistry calculation of a 13-piece molecular cluster, C34H54Cl12O14 overall in a non-equilibrium geometry, from the Open Molecules 2025 dataset.

* total charge: 0
* HOMO: -9.92 eV
* molar mass: 1112.23 g mol⁻¹
* 2S+1: 1

Atoms and positions in Å:
C1 -4.876 -2.531 -4.017
Cl1 -3.564 -3.446 -3.282
Cl2 -4.435 -0.775 -4.189
H1 -5.230 -2.881 -4.985
H2 -5.667 -2.569 -3.322
C2 1.685 4.381 3.116
Cl3 0.772 3.028 3.784
Cl4 0.919 4.786 1.530
H3 1.635 5.299 3.721
H4 2.701 4.050 2.967
C3 -3.680 3.674 -0.899
Cl5 -3.504 5.402 -1.175
Cl6 -4.092 2.789 -2.412
H5 -2.765 3.276 -0.469
H6 -4.468 3.580 -0.211
C4 -3.068 -3.115 0.783
Cl7 -4.800 -3.440 0.645
Cl8 -2.441 -3.243 2.409
H7 -2.461 -3.719 0.143
H8 -2.948 -2.084 0.359
C5 3.733 -0.176 -0.947
Cl9 4.413 -1.741 -1.366
Cl10 2.834 0.486 -2.406
H9 3.065 -0.251 -0.105
H10 4.562 0.511 -0.803
C6 1.492 -4.275 1.924
Cl11 1.460 -5.650 0.845
Cl12 3.009 -4.323 2.813
H11 1.515 -3.350 1.357
H12 0.736 -4.295 2.681
O1 0.255 0.786 6.312
C7 0.595 -0.190 5.691
O2 1.843 -0.203 5.081
C8 2.072 -1.532 4.507
C9 0.710 -2.230 4.491
C10 -0.042 -1.505 5.615
H13 2.843 -1.979 5.164
H14 2.455 -1.346 3.526
H15 0.814 -3.313 4.637
H16 0.207 -2.165 3.516
H17 0.275 -1.995 6.550
H18 -1.118 -1.526 5.522
O3 1.340 -0.973 1.065
C11 0.505 -0.282 0.577
O4 -0.721 -0.699 0.268
C12 -1.463 0.259 -0.599
C13 -0.462 1.415 -0.856
C14 0.702 1.161 0.150
H19 -2.370 0.607 -0.106
H20 -1.624 -0.191 -1.551
H21 -0.931 2.405 -0.641
H22 0.000 1.366 -1.864
H23 0.633 1.780 1.018
H24 1.675 1.217 -0.337
O5 -0.326 4.048 -5.634
C15 0.245 4.340 -4.616
O6 1.514 4.695 -4.570
C16 1.918 4.973 -3.161
C17 0.833 4.528 -2.178
C18 -0.356 4.580 -3.213
H25 1.978 6.047 -3.112
H26 2.847 4.506 -3.011
H27 0.659 5.219 -1.406
H28 1.011 3.530 -1.759
H29 -0.789 5.565 -3.146
H30 -1.049 3.771 -3.104
O7 3.308 1.553 2.039
C19 4.043 0.925 2.774
O8 4.373 -0.358 2.572
C20 5.127 -0.858 3.645
C21 5.676 0.348 4.432
C22 4.659 1.445 4.006
H31 5.915 -1.528 3.252
H32 4.429 -1.410 4.238
H33 6.658 0.510 4.056
H34 5.585 0.096 5.462
H35 5.042 2.452 3.929
H36 3.845 1.478 4.704
O9 -2.292 2.760 1.806
C23 -2.719 1.873 2.509
O10 -3.763 1.118 2.095
C24 -4.142 0.184 3.138
C25 -3.010 0.028 4.102
C26 -2.378 1.407 3.957
H37 -4.392 -0.796 2.673
H38 -5.101 0.501 3.524
H39 -2.295 -0.631 3.667
H40 -3.393 -0.248 5.064
H41 -1.317 1.441 3.936
H42 -2.713 2.169 4.610
O11 -1.546 -5.024 -1.169
C27 -0.562 -4.645 -1.742
O12 0.229 -5.504 -2.465
C28 1.485 -4.807 -2.737
C29 1.051 -3.416 -2.953
C30 0.008 -3.295 -1.863
H43 1.945 -5.332 -3.607
H44 2.050 -4.876 -1.789
H45 0.557 -3.341 -3.950
H46 1.837 -2.647 -2.858
H47 -0.769 -2.589 -2.104
H48 0.382 -3.104 -0.850
O13 -1.078 -0.882 -3.807
C31 -1.359 -0.618 -4.972
O14 -1.774 -1.594 -5.811
C32 -2.194 -1.090 -7.114
C33 -1.642 0.330 -7.155
C34 -1.529 0.704 -5.639
H49 -3.306 -1.016 -7.130
H50 -1.811 -1.755 -7.890
H51 -2.336 1.018 -7.661
H52 -0.646 0.394 -7.639
H53 -2.488 1.008 -5.267
H54 -0.861 1.560 -5.335